An isolated molecule of C20H18N2O4S in a non-equilibrium geometry, computed with ωB97M-V with the def2-TZVPD basis set.

Geometry as XYZ:
```
45
Properties=species:S:1:pos:R:3:forces:R:3:lowdin_charge:R:1
C -4.69860 -0.67844 1.84661 0.36 -0.02 -0.19 -0.060
C -3.77815 -1.16681 0.73686 -0.56 0.07 -0.11 -0.213
O -2.41587 -0.82720 0.98958 0.31 -0.01 0.11 -0.009
C -2.04333 0.41935 0.66462 -0.21 0.11 -0.03 -0.443
O -2.79755 1.25412 0.21674 0.02 -0.07 0.05 0.106
C -0.62335 0.61897 0.93321 0.21 -0.40 0.39 -0.127
C 0.20933 -0.22199 1.66415 -0.37 0.27 -0.17 0.015
C 1.45652 0.39767 1.68323 0.34 0.48 -0.09 -0.475
S 3.06081 0.16157 2.28390 -0.22 0.24 -0.13 1.026
C 3.55303 1.66356 1.56236 -0.23 -0.10 0.08 -0.381
C 2.56830 2.32306 0.90370 0.35 0.26 0.08 -0.109
C 1.35573 1.59933 0.96234 -0.02 -0.79 0.63 -0.273
N 0.08209 1.72961 0.51824 -0.03 -0.03 0.32 0.023
C -0.39018 2.79759 -0.32834 -0.42 0.38 -0.51 -0.101
C -0.70709 2.34774 -1.75872 0.18 -0.12 0.19 -0.132
C 0.45380 1.65914 -2.47530 -0.23 0.22 -0.14 -0.096
N 0.79850 0.38170 -1.88610 -0.09 0.19 -0.21 0.052
C 2.09128 0.07323 -1.47868 0.24 0.17 -0.12 -0.360
O 3.04218 0.80461 -1.60268 0.05 -0.18 -0.04 0.123
C 2.01293 -1.29105 -0.91131 -0.39 -0.65 0.06 -0.089
C 2.98014 -2.07873 -0.32358 -0.06 0.09 -0.15 -0.018
C 2.59076 -3.32389 0.15909 0.13 0.08 0.00 -0.060
C 1.27908 -3.75881 0.04766 -0.16 -0.02 0.00 -0.059
C 0.30604 -2.96725 -0.55417 -0.01 0.15 -0.11 0.006
C 0.69196 -1.73147 -1.02767 0.68 -0.29 0.16 -0.084
C -0.09319 -0.66516 -1.69200 0.03 0.03 -0.14 -0.356
O -1.24909 -0.67090 -2.03596 -0.11 -0.06 -0.03 0.135
H -4.69022 0.40789 1.88364 -0.05 0.06 0.02 0.073
H -4.36970 -1.06795 2.80730 -0.03 -0.05 0.10 0.078
H -5.71264 -1.01645 1.65322 -0.13 -0.04 0.01 0.077
H -4.07548 -0.73299 -0.22330 0.06 -0.16 0.11 0.126
H -3.78659 -2.25664 0.66981 0.02 0.13 -0.04 0.123
H -0.07889 -1.14941 2.11393 -0.13 -0.19 0.04 0.123
H 4.57454 1.96739 1.67597 0.21 0.13 -0.03 0.065
H 2.71640 3.25940 0.39865 0.08 0.15 -0.11 0.111
H -1.30254 3.21628 0.10574 0.22 0.03 -0.02 0.127
H 0.38887 3.56369 -0.33880 -0.06 -0.04 0.06 0.127
H -0.98499 3.23281 -2.33227 -0.03 0.03 -0.02 0.121
H -1.56563 1.67749 -1.74248 0.02 0.15 -0.05 0.092
H 0.17643 1.50020 -3.52297 0.10 0.06 0.08 0.134
H 1.36359 2.26585 -2.43648 -0.09 -0.10 -0.09 0.128
H 3.99759 -1.73177 -0.23556 0.09 0.04 0.01 0.118
H 3.32295 -3.96064 0.63239 0.06 -0.07 0.04 0.106
H 1.00779 -4.72931 0.43581 -0.01 -0.08 0.03 0.105
H -0.71754 -3.29541 -0.64237 -0.12 -0.04 -0.01 0.122
```
Positions in Å, forces in eV/Å.

Values from the calculation:
E_tot, a.u.: -1581.6626
Structure (SMILES): CCOC(=O)c1cc2sccc2n1CCCN1C(=O)c2ccccc2C1=O
Net charge: 0
LUMO, eV: -0.20
HOMO level, eV: -8.025
HOMO-LUMO gap, Ha: 0.2877

***

A structure of composition C20H18N3NiO8P, computed with ωB97M-V with the def2-TZVPD basis set.

Geometry as XYZ:
```
51
Properties=species:S:1:pos:R:3:forces:R:3:lowdin_charge:R:1
Ni -0.27485 -0.45580 -0.01114 0.24 0.07 0.20 0.505
O -0.66168 -4.25868 4.19261 -0.03 0.04 0.08 0.132
C -1.32680 -3.16841 4.54781 0.02 -0.05 0.00 -0.500
O -1.86527 -3.05700 5.61918 -0.01 0.00 0.00 0.107
C -1.38296 -2.06111 3.55444 -0.02 0.02 0.02 -0.038
C -2.02147 -0.85098 3.77562 0.04 0.01 0.00 0.032
N -1.85169 -0.09750 2.68277 -0.06 -0.03 -0.02 0.063
N -1.14418 -0.74540 1.76271 -0.15 -0.05 -0.11 0.037
C -0.84505 -1.93278 2.26600 0.03 -0.01 -0.02 -0.119
C 0.00345 -2.79285 1.38455 -0.05 0.01 -0.03 -0.522
O 0.34187 -3.91137 1.74558 0.03 0.01 -0.04 0.082
O 0.32514 -2.23076 0.26696 0.04 0.04 0.07 -0.108
H -0.26776 -4.18777 3.28424 0.00 -0.03 -0.05 0.066
H -2.55915 -0.50780 4.64267 0.00 0.00 0.00 0.145
H -2.09398 0.86654 2.44844 0.04 0.01 0.01 0.131
C 2.40988 -0.14319 -2.24321 0.00 0.00 0.00 -0.220
P 1.80954 0.18688 -0.56282 -0.12 -0.02 -0.14 0.935
C 3.01635 -0.63436 0.50843 0.00 -0.01 0.01 -0.230
C 2.01624 1.96589 -0.30589 0.00 0.00 -0.01 -0.352
C 2.44401 2.46635 0.92167 0.00 0.00 0.00 -0.081
C 2.49968 3.83547 1.13790 0.00 0.00 0.00 -0.070
C 2.12360 4.71512 0.13387 0.00 0.00 0.00 -0.070
C 1.69233 4.22416 -1.09051 0.00 0.00 0.00 -0.072
C 1.63638 2.85726 -1.30847 0.00 0.00 0.00 -0.098
H 1.75261 0.31818 -2.97792 0.00 0.00 0.00 0.044
H 2.39679 -1.22133 -2.40371 0.00 0.00 0.00 0.055
H 3.42355 0.23677 -2.37235 0.00 0.00 -0.01 0.060
H 4.02086 -0.24579 0.34046 0.00 0.00 0.00 0.062
H 2.98061 -1.70100 0.28847 0.00 0.00 0.00 0.053
H 2.74253 -0.50575 1.55494 0.00 0.00 0.00 0.049
H 2.73233 1.79330 1.71896 0.00 0.00 0.00 0.099
H 2.83368 4.21380 2.09496 0.00 0.00 0.00 0.108
H 2.16239 5.78279 0.30580 0.00 0.00 0.00 0.108
H 1.38596 4.90543 -1.87410 0.00 0.00 0.00 0.110
H 1.27484 2.48819 -2.25990 0.00 0.00 0.00 0.101
O -1.63966 2.14620 1.19660 -0.01 0.00 -0.01 0.023
C -1.46817 2.11278 -0.02077 -0.05 -0.01 0.01 -0.548
O -1.02414 1.11456 -0.70096 0.04 -0.01 0.03 -0.129
C -1.77265 3.33916 -0.84255 0.03 0.01 0.00 -0.124
C -1.72249 3.30234 -2.23187 -0.01 0.00 0.00 -0.009
C -1.95100 4.45135 -2.96939 0.00 0.00 0.01 0.012
C -2.22086 5.62447 -2.28735 0.02 0.01 -0.01 -0.141
C -2.28702 5.68848 -0.90771 0.00 0.00 0.00 0.017
C -2.06423 4.52817 -0.18562 0.01 0.01 0.00 0.008
N -2.44637 6.86015 -3.06666 -0.07 -0.03 0.01 -0.352
O -2.38869 6.77933 -4.27656 0.03 0.01 0.00 0.078
O -2.68026 7.87864 -2.44963 0.02 0.01 0.00 0.080
H -1.50140 2.36739 -2.72687 0.00 0.00 0.00 0.119
H -1.92143 4.45383 -4.04857 0.00 0.00 0.00 0.120
H -2.50617 6.62878 -0.42485 0.00 0.00 0.00 0.121
H -2.09990 4.53066 0.89462 0.00 0.00 0.00 0.122
```
Positions in Å, forces in eV/Å.

Values from the calculation:
E_tot, a.u.: -3388.8293
Net charge: 0
LUMO (spin up / spin down), eV: -1.04 / -0.87
HOMO level (spin up / spin down), eV: -10.023 / -9.410
HOMO-LUMO gap (spin up / spin down), Ha: 0.3302 / 0.3137

***

An isolated molecule of C20H18N4O4 in a non-equilibrium geometry, computed with ωB97M-V with the def2-TZVPD basis set.

Geometry as XYZ:
```
46
Properties=species:S:1:pos:R:3:forces:R:3:lowdin_charge:R:1
C 3.68819 2.65809 0.91354 0.18 0.17 0.12 -0.072
O 2.92931 1.66819 0.26372 0.02 -0.26 -0.07 -0.078
C 3.45267 0.42447 0.12798 -0.02 -0.30 -0.12 -0.205
C 4.73672 0.06823 0.52772 0.03 0.26 0.09 -0.019
C 5.20342 -1.22114 0.34043 -0.07 -0.05 -0.03 -0.078
C 4.40052 -2.18367 -0.24835 0.10 -0.05 0.02 -0.085
C 3.12288 -1.84892 -0.64620 -0.06 0.25 0.04 -0.014
C 2.63352 -0.55599 -0.46659 0.56 0.36 0.35 -0.061
C 1.28192 -0.27583 -0.88408 -0.84 -0.86 -0.57 -0.245
N 0.46824 -1.12797 -1.42137 0.85 -0.03 0.23 0.204
C -0.70920 -0.45030 -1.62379 0.63 1.35 0.62 -0.214
C -1.85424 -1.07121 -2.12283 -0.55 -0.34 -0.18 -0.194
N -2.81606 -1.58083 -2.49425 -0.22 -0.09 -0.13 0.175
C -0.53208 0.85275 -1.17252 -0.61 -0.67 -0.72 -0.211
N -1.32580 1.96420 -1.19460 0.56 0.03 -0.03 -0.040
C -2.74078 1.76251 -1.42216 -0.15 -0.14 -0.09 -0.102
C -3.38349 1.10823 -0.17015 -0.16 -0.13 -0.23 -0.110
N -2.51788 1.33702 0.96595 -0.07 0.09 0.16 -0.042
C -1.69691 0.39088 1.52391 -0.09 -0.03 0.14 -0.386
O -0.72697 0.70437 2.18770 0.27 -0.07 -0.04 0.102
C -2.07461 -1.02513 1.33126 -0.89 -0.22 0.12 -0.204
C -3.27290 -1.69603 1.32966 0.67 0.52 0.05 -0.014
C -2.95624 -3.06225 1.17893 0.51 -0.22 -0.01 -0.044
C -1.59627 -3.12244 1.10137 -0.75 -0.51 -0.01 -0.097
O -1.06083 -1.90656 1.20714 0.46 0.41 0.09 0.062
C -2.04704 2.70840 1.02438 0.11 0.06 0.27 -0.101
C -1.08427 2.96220 -0.16310 0.09 0.17 0.21 -0.091
O 0.72492 0.95833 -0.71992 -0.36 0.23 -0.06 0.148
H 3.05782 3.54605 0.93199 0.08 -0.04 0.02 0.094
H 4.61040 2.88324 0.36747 -0.04 -0.02 0.04 0.097
H 3.93155 2.36847 1.94039 0.00 0.00 -0.05 0.101
H 5.38528 0.79564 0.98967 0.02 0.08 0.03 0.102
H 6.20456 -1.46994 0.65989 0.08 -0.01 0.03 0.105
H 4.76953 -3.18717 -0.39212 0.02 -0.09 -0.02 0.102
H 2.46755 -2.57304 -1.10272 -0.05 -0.09 -0.04 0.114
H -2.88697 1.13434 -2.30054 -0.09 0.15 0.03 0.114
H -3.17284 2.74609 -1.61934 0.02 -0.07 -0.04 0.128
H -4.36428 1.55087 0.03088 0.02 -0.07 -0.07 0.128
H -3.50628 0.03915 -0.33186 -0.03 0.17 -0.01 0.087
H -4.24944 -1.27269 1.45013 -0.17 0.16 -0.02 0.118
H -3.64489 -3.87982 1.12979 -0.08 -0.22 -0.02 0.103
H -0.92207 -3.94440 0.96518 0.17 -0.04 -0.02 0.127
H -2.91842 3.36524 0.97726 0.03 -0.01 0.01 0.125
H -1.53124 2.85229 1.97350 -0.10 0.10 -0.11 0.124
H -0.04641 2.87856 0.15652 -0.11 0.10 0.00 0.121
H -1.25031 3.95301 -0.59448 0.05 -0.03 0.07 0.125
```
Positions in Å, forces in eV/Å.

Values from the calculation:
E_tot, a.u.: -1292.8848
Structure (SMILES): COc1ccccc1-c1nc(C#N)c(N2CCN(C(=O)c3ccco3)CC2)o1
Net charge: 0
LUMO, eV: 0.64
HOMO level, eV: -7.612
HOMO-LUMO gap, Ha: 0.3032

***

- The lowest E_tot belongs to which entry?
  C20H18N3NiO8P

***

- Which value of net charge does entry 1 give?
  0

***

- Number 2 is which compound?
  C20H18N3NiO8P